Here is 2 unconnected molecules or ions with the total composition C10H12N2 from OMol25. Energies are from wB97M-V/def2-TZVPD.

Summary:
* largest force on an atom: 1.6 eV/A
* energy relative to the best compared isomer or geometry (same formula, charge and spin): 291.0 kJ/mol
* HOMO-LUMO gap: 6.87 eV
* HOMO energy: -0.2980 hartree
* lowest unoccupied orbital energy: -1.235 eV

Structure (ORCA input):
```
! RIJCOSX wB97M-V def2-TZVPD def2/J DEFGRID3
* xyz 0 1
C -0.4141 0.0805 1.4557
N 0.7357 -0.0935 1.2976
C -3.5402 1.8819 -0.0633
N -4.1270 1.1766 1.0795
C -5.5486 1.4258 1.3208
C -3.3778 0.3965 1.8250
C -3.8609 -0.4206 2.9068
C -5.1059 -1.1098 2.8751
C -5.5257 -1.8421 3.9781
C -4.7115 -1.9495 5.1160
C -3.4647 -1.3007 5.1461
C -3.0444 -0.5434 4.0596
H -4.3555 2.3662 -0.6060
H -2.8232 2.6425 0.2739
H -3.0131 1.1719 -0.7136
H -5.7787 2.3864 0.8565
H -6.1782 0.6698 0.8365
H -5.7810 1.4651 2.3888
H -2.2833 0.4274 1.6498
H -5.7186 -1.0974 1.9719
H -6.4919 -2.3540 3.9546
H -5.0324 -2.5540 5.9645
H -2.8193 -1.3943 6.0235
H -2.0818 -0.0227 4.0560
*
```

=====

Here is 2 unconnected molecules or ions with the total composition C4H8O from OMol25. Energies are from wB97M-V/def2-TZVPD.

Summary:
* largest force on an atom: 6.0 eV/A
* energy relative to the best compared isomer or geometry (same formula, charge and spin): 241.7 kJ/mol
* HOMO-LUMO gap: 9.64 eV
* HOMO energy: -0.3145 hartree
* lowest unoccupied orbital energy: 1.082 eV

Structure (ORCA input):
```
! RIJCOSX wB97M-V def2-TZVPD def2/J DEFGRID3
* xyz 0 1
C -1.7871 0.3131 -0.2686
C 0.8692 1.1425 0.2829
C 0.4344 -1.4041 0.1938
C 0.2262 -0.0807 -0.4856
O -2.4520 -0.3965 0.4027
H -2.1137 1.1868 -0.9250
H 0.9033 0.9071 1.3415
H 0.3235 2.0634 0.0755
H 1.9612 1.4035 0.0031
H -0.3936 -1.6064 0.8080
H 1.3062 -1.5576 0.7029
H 0.4204 -2.0540 -0.6343
H 0.3021 0.0829 -1.4968
*
```

=====

Here is 2 unconnected molecules or ions with the total composition C4H10IN2S from OMol25. Energies are from wB97M-V/def2-TZVPD.

Summary:
* largest force on an atom: 4.6 eV/A
* energy relative to the best compared isomer or geometry (same formula, charge and spin): 210.1 kJ/mol
* HOMO-LUMO gap: 9.44 eV
* HOMO energy: -0.4790 hartree
* lowest unoccupied orbital energy: -3.592 eV

Structure (ORCA input):
```
! RIJCOSX wB97M-V def2-TZVPD def2/J DEFGRID3
* xyz 1 1
C -0.3213 -0.6550 1.3026
C -0.0142 0.4859 0.3111
C -1.3448 -0.2291 0.3211
C 0.4061 -1.9818 1.1847
N 1.0084 0.1581 -0.6811
N -2.4240 -0.4787 -0.2550
S -0.3903 2.0794 1.1388
I 0.7621 2.9039 -3.2206
H -0.4069 -0.2352 2.2909
H 1.3797 -1.7777 1.5982
H 0.6091 -2.5194 0.1871
H -0.1260 -2.5974 1.9024
H 0.6377 -0.6813 -1.2450
H 1.0285 1.0523 -1.4577
H 1.9881 -0.0052 -0.3800
H -2.8393 0.0698 -0.9779
H -0.3783 2.4458 -4.1592
H 0.4255 1.9657 2.1398
*
```

=====

Here is a molecular structure, C25H31BBrF3N3O5PRuS from OMol25. Energies are from wB97M-V/def2-TZVPD.

Summary:
* expectation value of S²: 8.779
* largest force on an atom: 0.6 eV/A
* energy relative to the best compared isomer or geometry (same formula, charge and spin): 22.5 kJ/mol
* HOMO-LUMO gap (spin up / spin down): 5.88 / 7.44 eV
* HOMO energy (spin up / spin down): -0.2907 / -0.3772 hartree
* lowest unoccupied orbital energy (spin up / spin down): -2.030 / -2.826 eV

Structure (ORCA input):
```
! RIJCOSX wB97M-V def2-TZVPD def2/J DEFGRID3
* xyz 1 6
Ru 0.5843 -0.7286 0.1943
C 1.2693 0.3863 5.8950
C 0.5886 0.7282 4.6025
C -0.5185 1.5706 4.5549
C -1.1463 1.8443 3.3489
C -0.6142 1.2541 2.2262
Br -1.3593 1.5068 0.4913
N 0.4363 0.4487 2.2321
C 1.0235 0.1854 3.4007
H 1.1722 1.1964 6.6157
H 2.3284 0.1861 5.7418
H 0.8221 -0.5076 6.3334
H -0.8963 2.0144 5.4675
H -2.0096 2.4898 3.2846
H 1.8612 -0.4993 3.3565
F 2.8668 -3.7899 -2.7330
C 3.0880 -2.4851 -2.6084
F 4.2675 -2.2992 -2.0359
F 3.1558 -1.9687 -3.8695
C 1.9386 -1.7718 -1.8549
O 2.1926 -0.6309 -1.3664
O 0.8478 -2.3405 -1.8113
C -5.5828 4.5235 0.7169
C -5.7555 4.7736 -0.7898
C -5.8139 6.2825 -1.0304
C -7.0835 4.1637 -1.2593
C -4.5860 4.1123 -1.5186
C -3.5700 4.8536 -2.1240
C -2.4722 4.2659 -2.7518
C -2.4294 2.8962 -2.7515
O -1.4648 2.0383 -3.2744
B -1.9289 0.7873 -2.9480
O -3.1219 0.7925 -2.2824
C -3.4308 2.1428 -2.1579
C -4.5127 2.7133 -1.5404
H -6.4095 4.9741 1.2690
H -4.6500 4.9627 1.0757
H -5.5679 3.4553 0.9407
H -6.6948 6.6917 -0.5355
H -5.8891 6.5169 -2.0938
H -4.9426 6.7951 -0.6194
H -7.9172 4.6836 -0.7856
H -7.1688 3.1089 -0.9966
H -7.1938 4.2580 -2.3407
H -3.6242 5.9317 -2.1172
H -1.6965 4.8611 -3.2131
H -5.2695 2.0908 -1.0835
S 1.5367 -2.7435 1.4953
C -0.1143 -3.1719 1.2513
N -0.5711 -4.4087 1.5591
C -1.9139 -4.7633 1.3298
C -2.7402 -3.8195 0.7781
C -2.2471 -2.5618 0.4741
N -0.9151 -2.2525 0.7511
H 0.0898 -5.0779 1.9165
H -2.2034 -5.7645 1.5987
H -3.7741 -4.0637 0.5827
H -2.8441 -1.7742 0.0414
C -0.1871 -2.4433 -4.6771
P -0.4197 -0.6750 -4.5969
C 1.1015 0.2551 -4.5186
C -1.3712 -0.1201 -6.0079
O -1.2612 -0.3753 -3.2944
H -0.7735 -2.8588 -5.4957
H -0.4919 -2.8793 -3.7267
H 0.8679 -2.6676 -4.8286
H 1.7728 -0.0556 -5.3192
H 1.5850 0.0843 -3.5555
H 0.8736 1.3170 -4.6157
H -0.8326 -0.3610 -6.9255
H -1.5202 0.9587 -5.9554
H -2.3355 -0.6286 -6.0201
*
```

=====

Here is a gas-phase ion, C10H16NSi (charge +1) from OMol25. Energies are from wB97M-V/def2-TZVPD.

Summary:
* largest force on an atom: 3.1 eV/A
* energy relative to the best compared isomer or geometry (same formula, charge and spin): 0.0 kJ/mol
* HOMO-LUMO gap: 9.44 eV
* HOMO energy: -0.4684 hartree
* lowest unoccupied orbital energy: -3.302 eV
* SMILES: C[Si]1(C)C[NH2+]Cc2ccccc21

Structure (ORCA input):
```
! RIJCOSX wB97M-V def2-TZVPD def2/J DEFGRID3
* xyz 1 1
C 2.1458 1.1467 -1.5999
Si 1.2399 0.6539 0.0535
C 1.6216 1.7454 1.5975
C 1.6965 -1.2529 0.2458
N 0.9186 -2.1244 -0.7129
C -0.5495 -2.1260 -0.3199
C -1.2136 -0.7934 -0.1077
C -2.6022 -0.7755 0.1993
C -3.3289 0.3866 0.4582
C -2.7280 1.5740 0.1713
C -1.3742 1.5836 -0.1312
C -0.5746 0.4823 -0.2670
H 1.5344 1.6987 -2.3729
H 3.0265 1.6565 -1.3540
H 2.6169 0.2050 -1.9995
H 2.5573 2.2384 1.9360
H 0.7728 2.5083 1.6008
H 1.2645 1.2354 2.5107
H 1.3490 -1.7437 1.2144
H 2.7705 -1.4564 0.1724
H 1.1927 -3.1995 -0.6228
H 1.0312 -1.7992 -1.6541
H -0.7865 -2.6604 0.5581
H -0.9953 -2.7139 -1.1525
H -3.1292 -1.6901 0.4475
H -4.2971 0.0063 0.9268
H -3.1160 2.5820 0.3358
H -1.0431 2.6323 -0.1338
*
```

=====

Here is a molecular structure, C10H6MnNO5S from OMol25. Energies are from wB97M-V/def2-TZVPD.

Summary:
* expectation value of S²: 6.078
* largest force on an atom: 8.6 eV/A
* HOMO-LUMO gap (spin up / spin down): 7.10 / 5.42 eV
* HOMO energy (spin up / spin down): -0.5803 / -0.6113 hartree
* lowest unoccupied orbital energy (spin up / spin down): -8.695 / -11.210 eV

Structure (ORCA input):
```
! RIJCOSX wB97M-V def2-TZVPD def2/J DEFGRID3
* xyz 2 5
O 1.2905 3.9697 -3.3744
C 1.3009 3.1795 -2.5423
Mn 0.0378 1.5931 -1.4118
O -1.6796 2.9483 -3.4152
C -1.1847 2.3091 -2.5721
C 1.7181 1.2354 -0.3680
O 1.6232 0.3583 0.4870
C -0.1954 2.7920 -0.0010
O -0.3813 3.3724 0.9941
C 0.6876 0.2490 -2.4544
O 1.0931 -0.6420 -3.0863
H 2.7499 1.6823 -0.4795
S -1.4944 0.1449 -0.5101
C -0.9233 -1.0284 0.6127
N -0.5716 -0.6456 1.8810
C -0.1174 -1.5574 2.7958
C -0.1250 -2.9003 2.4794
C -0.6310 -3.3190 1.2452
C -1.0661 -2.3837 0.3232
H -0.5051 0.3526 2.1018
H 0.2254 -1.1332 3.7445
H 0.2389 -3.6017 3.2228
H -0.6486 -4.3697 0.9981
H -1.4420 -2.6055 -0.6707
*
```